(1)
Density functional theory data (ωB97M-V/def2-TZVPD) for C4H6O2 in the gas phase.

Results
E ... -8339.137 eV
SMILES string ... O=C1CC[C@@H]1O
Energy relative to the best compared isomer or geometry (same formula, charge and spin) ... 30.5 kcal/mol
Charge ... 0
M ... 86.1 g/mol
LUMO ... 0.73 eV

Geometry (Å):
1 O 0.64763 1.52773 -1.52607
2 C 0.15153 0.67572 -0.83787
3 C -1.23792 0.41505 -0.25548
4 C -0.53757 -0.47949 0.80349
5 C 0.74898 -0.49090 -0.05380
6 O 1.97214 -0.32847 0.60217
7 H -1.76468 1.30316 0.10070
8 H -1.88686 -0.13643 -0.94359
9 H -0.98314 -1.45513 1.00654
10 H -0.36904 0.05080 1.74451
11 H 0.75141 -1.36945 -0.72164
12 H 2.50753 0.28743 0.08105

Cartesian forces (eV/Å) of the 6 atoms listed first:
O -0.2 -0.4 0.4
C 0.2 0.3 -0.3
C -0.1 0.1 0.0
C 0.0 -0.1 0.2
C -0.1 -0.1 -0.1
O 0.1 0.2 -0.2

Atom charges from the natural (NBO) analysis, given in e for atoms 1 to 5: atom 1 (O): -0.5138, atom 2 (C): 0.5859, atom 3 (C): -0.5276, atom 4 (C): -0.4142, atom 5 (C): -0.0097

---

(2)
Density functional theory data (ωB97M-V/def2-TZVPD) for 14 unconnected molecules or ions with the total composition C5H38NO14.

Results
E ... -35949.817 eV
Energy relative to the best compared isomer or geometry (same formula, charge and spin) ... 121.4 kcal/mol
Charge ... +1
M ... 336.4 g/mol
LUMO ... -2.61 eV

Geometry (Å):
1 C 2.12350 3.46865 1.00636
2 O 1.86021 2.70854 2.22071
3 C 1.56175 2.56616 -0.11368
4 C 0.09592 2.88898 -0.64793
5 C -0.88809 2.60880 0.46071
6 C -1.89450 1.75977 0.30822
7 N -2.92756 1.55306 1.35462
8 H 1.48609 4.35232 0.91796
9 H 3.19329 3.63584 0.92583
10 H 1.54312 3.33795 2.87806
11 H 2.08914 2.73931 -1.05477
12 H 1.53017 1.54479 0.23255
13 H 0.10832 3.91007 -1.03833
14 H 0.12452 2.23349 -1.51147
15 H -0.62212 3.18363 1.33007
16 H -1.97401 1.02745 -0.49038
17 H -2.82463 2.16391 2.15779
18 H -2.95936 0.50562 1.44777
19 H -3.83478 1.85951 1.01510
20 H 3.43366 -1.42822 0.50637
21 H 2.35244 -0.38645 0.25252
22 O 3.22545 -0.67502 -0.05527
23 H -3.24902 -1.61007 1.84756
24 H -1.85597 -1.34146 2.47792
25 O -2.72926 -0.98192 2.38386
26 H 2.86858 -1.09917 -2.23318
27 H 3.10217 -2.32485 -3.34328
28 O 2.55781 -1.63868 -2.96639
29 H 0.02478 0.25020 0.30811
30 H -0.00457 -0.96311 -0.85894
31 O 0.45630 -0.45550 -0.18674
32 H -3.50065 -2.65352 -0.34895
33 H -2.65926 -3.05995 0.84226
34 O -3.57112 -3.01220 0.54564
35 H 0.70408 -2.01672 -3.10872
36 H -0.43943 -1.01087 -3.10828
37 O -0.21014 -1.89277 -2.79755
38 H 0.77329 -2.53796 2.71335
39 H -0.03052 -3.79285 2.53395
40 O -0.14708 -2.84873 2.68582
41 H -0.36657 -0.13834 2.02093
42 H 0.58045 0.76943 2.65522
43 O -0.33864 0.77632 2.34116
44 H -1.83397 1.19703 -2.98083
45 H -2.33389 -0.29441 -2.28827
46 O -1.98545 0.58157 -2.26773
47 H 3.01723 -2.09783 3.62692
48 H 2.08548 -1.15848 4.49303
49 O 2.20693 -1.58548 3.64380
50 H -3.23001 -2.34222 -3.44467
51 H -4.15604 -1.45231 -2.69101
52 O -3.28768 -1.86797 -2.60457
53 H 1.76500 -2.91634 -0.55085
54 H 2.53172 -4.24731 -0.75961
55 O 2.19294 -3.64482 -0.09244
56 H 1.60796 2.15900 -4.23183
57 H 0.89215 1.68010 -3.05605
58 O 1.75985 2.01404 -3.30246

Cartesian forces (eV/Å) of the 6 atoms listed first:
C -1.5 -1.8 -0.5
O -0.2 1.1 0.1
C -0.4 1.5 -0.9
C 1.9 -0.8 1.2
C -0.3 0.4 -2.0
C 0.2 0.7 0.6

Atom charges from the natural (NBO) analysis, given in e for atoms 1 to 5: atom 1 (C): -0.0844, atom 2 (O): -0.7510, atom 3 (C): -0.3980, atom 4 (C): -0.4346, atom 5 (C): -0.1348

---

(3)
Density functional theory data (ωB97M-V/def2-TZVPD) for 6 unconnected molecules or ions with the total composition C16H46Cl3O20P5.

Results
E ... -142306.182 eV
SMILES string ... COP(=O)(OC)OC.COP(=O)(OC)OC.COP(=O)(OC)OC.COP(=O)(OC)OC.COP(=O)(OC)OC.ClC(Cl)Cl
Energy relative to the best compared isomer or geometry (same formula, charge and spin) ... 131.1 kcal/mol
Charge ... 0
M ... 819.8 g/mol
LUMO ... 0.38 eV

Geometry (Å):
1 C 10.25749 1.81929 7.73728
2 O 9.14071 1.11636 7.12579
3 P 7.98349 0.33695 7.94051
4 O 7.40630 1.11965 9.06582
5 O 6.82036 -0.14951 6.89752
6 C 5.91225 -1.22211 7.09568
7 O 8.69883 -1.05555 8.31229
8 C 8.60841 -1.41919 9.65469
9 H 9.97163 2.05453 8.76250
10 H 10.58490 2.73222 7.23982
11 H 11.10409 1.14209 7.85032
12 H 6.44433 -2.16250 6.95191
13 H 4.99428 -0.98014 6.56007
14 H 5.60850 -1.23789 8.14240
15 H 9.13597 -2.33890 9.90752
16 H 7.56336 -1.63314 9.87871
17 H 8.94605 -0.63042 10.32697
18 C -1.83446 0.69870 -8.71825
19 O -1.96376 1.43430 -9.92872
20 P -2.60515 2.91893 -10.03176
21 O -2.58855 3.75868 -8.78817
22 O -4.08214 2.65514 -10.72606
23 C -4.88384 3.76419 -11.15871
24 O -1.73224 3.52813 -11.28037
25 C -0.36724 3.60635 -11.18150
26 H -2.72736 0.11894 -8.48435
27 H -1.60621 1.30206 -7.83964
28 H -1.02385 -0.02951 -8.69117
29 H -4.17129 4.42351 -11.65437
30 H -5.17078 4.25310 -10.22773
31 H -5.61996 3.42397 -11.88705
32 H -0.04191 2.72309 -11.73116
33 H 0.22368 3.78176 -10.28253
34 H -0.13592 4.45393 -11.82663
35 C 6.25664 0.25431 0.34635
36 O 6.49573 1.64746 0.42786
37 P 5.23199 2.59116 0.67638
38 O 4.00421 1.92659 1.16685
39 O 4.95033 3.44556 -0.65928
40 C 4.26146 2.80785 -1.76407
41 O 5.84848 3.83248 1.62571
42 C 6.89584 4.67262 1.11451
43 H 6.30244 -0.28846 1.29050
44 H 6.88925 -0.28006 -0.36242
45 H 5.28394 0.01195 -0.08169
46 H 4.07505 3.40507 -2.65664
47 H 3.26766 2.51413 -1.42618
48 H 4.85615 1.96005 -2.10420
49 H 7.40329 5.25242 1.88551
50 H 6.52572 5.48108 0.48404
51 H 7.60503 4.08032 0.53629
52 C -1.72807 -0.53236 7.57224
53 O -1.03176 -1.52700 8.13307
54 P -1.60334 -2.58530 9.31270
55 O -2.93310 -2.22339 9.89124
56 O -1.41934 -4.08366 8.72209
57 C -1.91357 -5.27281 9.46361
58 O -0.35676 -2.52563 10.42251
59 C -0.05706 -1.13242 10.87008
60 H -2.64126 -0.18748 8.05725
61 H -1.88318 -0.89917 6.55759
62 H -1.11155 0.36538 7.52712
63 H -2.78530 -5.65133 8.92983
64 H -2.37686 -5.02777 10.41934
65 H -1.10702 -5.98953 9.61817
66 H 0.87498 -0.73640 10.46689
67 H -0.15139 -1.21704 11.95269
68 H -0.70888 -0.34141 10.49923
69 C -9.19441 -3.79836 -5.26010
70 O -10.08357 -3.01092 -5.99514
71 P -9.71520 -2.75153 -7.56535
72 O -9.02870 -3.88026 -8.29266
73 O -11.07419 -2.09416 -8.13832
74 C -11.45040 -2.09588 -9.50467
75 O -8.83968 -1.37682 -7.55749
76 C -9.21427 -0.29245 -6.70626
77 H -9.59655 -3.58170 -4.27043
78 H -8.13267 -3.55922 -5.32016
79 H -9.25144 -4.87328 -5.43151
80 H -10.80378 -2.81331 -10.00992
81 H -11.15061 -1.17305 -10.00126
82 H -12.43773 -2.49125 -9.74333
83 H -9.83983 0.35813 -7.31742
84 H -8.38080 0.32611 -6.37336
85 H -9.66176 -0.44364 -5.72392
86 Cl -2.42484 -2.42775 -0.54593
87 C -0.80419 -1.98772 -0.14804
88 Cl 0.34767 -2.21822 -1.51853
89 Cl -0.33194 -2.88751 1.27491
90 H -1.00111 -0.98171 0.22246

Cartesian forces (eV/Å) of the 6 atoms listed first:
C -0.5 -0.9 1.5
O -0.9 -0.4 -0.7
P -1.1 0.6 0.0
O 0.9 -1.0 -0.9
O 2.3 1.7 -0.2
C 0.3 0.2 1.7

Atom charges from the Löwdin analysis, given in e for atoms 1 to 5: atom 1 (C): -0.0716, atom 2 (O): -0.2271, atom 3 (P): 0.4602, atom 4 (O): -0.2484, atom 5 (O): -0.2354

---

(4)
Density functional theory data (ωB97M-V/def2-TZVPD) for a molecular structure, C16H30AsF4N4SSr.

Results
E ... -106414.040 eV
Charge ... +1
M ... 549.0 g/mol
LUMO ... -2.73 eV

Geometry (Å):
1 Sr -0.55581 0.45837 -0.10965
2 C 1.75813 1.95555 2.17158
3 N 0.54927 1.16701 2.35756
4 C 0.81815 -0.09280 3.03342
5 C -0.52251 1.92821 3.00509
6 C -1.90013 1.22560 2.89995
7 N -2.29286 0.83950 1.55034
8 C -3.61941 1.00909 1.20352
9 C -3.91608 1.52923 -0.08741
10 F -2.78998 1.55417 -0.91350
11 C -5.11992 2.03916 -0.44448
12 F -5.23857 2.87952 -1.51455
13 C -6.25787 1.92715 0.36560
14 C -6.08784 1.15312 1.55206
15 F -7.08537 0.86646 2.40395
16 C -4.80069 0.87670 1.99516
17 F -4.65054 0.24707 3.20573
18 H 2.32528 1.99335 3.12914
19 H 1.53634 2.98416 1.89123
20 H 2.41155 1.49651 1.43561
21 H 1.32079 -0.78405 2.32582
22 H -0.10638 -0.60246 3.33859
23 H 1.50111 0.04321 3.88651
24 H -0.57105 2.92406 2.53655
25 H -0.35511 2.01434 4.12103
26 H -2.67619 1.92140 3.35548
27 H -1.89811 0.32999 3.55727
28 H -7.22360 2.34020 0.07085
29 N -1.23012 -1.94863 -0.72894
30 C -0.58032 -2.72804 -1.80403
31 C -0.49732 -2.01306 -3.14543
32 C 0.31565 -0.72209 -3.16144
33 N -0.49073 0.43806 -2.70117
34 H -1.12986 -2.46040 0.15496
35 H -2.23284 -1.95814 -0.95779
36 H -1.06227 -3.69897 -1.97679
37 H 0.44585 -2.93550 -1.48091
38 H -1.49646 -1.89893 -3.52699
39 H -0.00573 -2.70289 -3.87152
40 H 0.69819 -0.58688 -4.19665
41 H 1.18136 -0.80363 -2.50665
42 H -1.37024 0.48608 -3.28009
43 H 0.01816 1.34584 -2.89787
44 C 4.63266 0.83306 -1.36571
45 As 4.05410 -0.98318 -1.00820
46 C 5.25669 -1.79470 0.34238
47 C 4.05296 -2.04224 -2.66834
48 S 2.05845 -1.13034 -0.11396
49 H 4.33798 1.25000 -2.35171
50 H 5.71668 0.85113 -1.37025
51 H 4.22864 1.43539 -0.54909
52 H 6.18642 -1.21592 0.39446
53 H 5.55983 -2.77754 0.01500
54 H 4.71041 -1.83352 1.31658
55 H 5.02970 -2.47605 -2.88709
56 H 3.75123 -1.32795 -3.46033
57 H 3.30834 -2.82478 -2.53487

Cartesian forces (eV/Å) of the 6 atoms listed first:
Sr -0.1 0.4 0.7
C 0.4 -0.1 1.1
N -0.6 0.2 -0.8
C 0.4 -0.8 -0.5
C -0.9 -0.4 0.8
C -1.1 -0.1 0.8

Atom charges from the natural (NBO) analysis, given in e for atoms 1 to 5: atom 1 (Sr): 1.8160, atom 2 (C): -0.4238, atom 3 (N): -0.5223, atom 4 (C): -0.4481, atom 5 (C): -0.2339

---

Q: Which max |F| values were calculated for the entries above? A: 0.6, 2.6, 6.4, 2.3, in eV/A.